C30H75F4Li3N2O28P5S4 as an isolated structure. Source: OMol25; level of theory: ωB97M-V/def2-TZVPD.

* LUMO: -7.15 eV

ORCA input file:
```
! RIJCOSX wB97M-V def2-TZVPD def2/J DEFGRID3
* xyz 1 1
Li -4.71 1.88 -0.44
Li -2.07 2.59 -1.69
Li 0.25 2.05 -1.91
N 0.53 5.28 4.79
S 1.55 4.03 4.18
O 1.52 3.68 2.77
O 1.80 2.99 5.17
F 2.95 4.89 4.30
S -0.71 4.61 4.13
O -1.13 3.30 4.64
O -0.96 4.96 2.72
F -1.77 5.67 4.71
N -0.97 1.49 -0.52
S -1.91 0.18 0.10
O -3.27 0.59 0.08
O -1.42 -0.79 1.12
F -1.74 -0.71 -1.24
S -0.34 1.77 0.85
O 1.00 1.20 0.97
O -1.17 2.04 1.99
F 0.12 3.20 0.37
C -7.02 -8.93 -5.44
C -5.99 -8.37 -4.44
O -5.10 -7.49 -5.06
P -5.18 -5.87 -4.84
O -6.43 -5.44 -4.15
O -3.90 -5.48 -3.99
C -3.77 -4.13 -3.61
C -2.75 -4.05 -2.46
O -4.91 -5.22 -6.34
C -5.63 -5.70 -7.50
C -5.49 -4.65 -8.62
H -6.64 -9.40 -6.35
H -7.63 -9.69 -4.95
H -7.66 -8.10 -5.74
H -6.40 -7.97 -3.52
H -5.34 -9.19 -4.13
H -3.42 -3.56 -4.46
H -4.76 -3.86 -3.24
H -1.89 -4.59 -2.85
H -2.46 -3.00 -2.39
H -3.29 -4.43 -1.59
H -5.18 -6.63 -7.84
H -6.67 -5.98 -7.30
H -6.29 -4.55 -9.36
H -5.69 -3.69 -8.15
H -4.54 -4.68 -9.15
C 4.65 1.73 2.46
C 3.67 0.57 2.26
O 4.12 -0.53 2.96
P 4.39 -1.92 2.11
O 5.45 -1.91 1.10
O 2.89 -2.27 1.60
C 2.03 -3.01 2.56
C 0.55 -2.62 2.41
O 4.61 -3.03 3.27
C 5.65 -2.82 4.20
C 5.45 -3.52 5.52
H 4.77 1.86 3.54
H 5.65 1.48 2.12
H 4.37 2.69 2.03
H 2.71 0.89 2.67
H 3.44 0.43 1.21
H 2.05 -4.08 2.34
H 2.20 -2.85 3.62
H -0.07 -3.05 3.19
H 0.49 -1.55 2.60
H 0.34 -2.93 1.38
H 6.53 -3.25 3.74
H 5.87 -1.80 4.51
H 6.26 -3.33 6.23
H 4.56 -3.15 6.02
H 5.50 -4.61 5.52
C -3.51 -3.68 1.05
C -3.77 -3.76 2.58
O -4.95 -3.09 2.86
P -5.05 -1.55 3.33
O -5.15 -0.72 2.15
O -3.68 -1.26 4.15
C -3.12 0.03 4.10
C -1.58 -0.10 4.44
O -6.23 -1.41 4.45
C -6.10 -1.64 5.84
C -6.30 -0.30 6.48
H -4.39 -4.14 0.59
H -3.34 -2.66 0.72
H -2.56 -4.19 0.89
H -3.96 -4.78 2.91
H -2.87 -3.42 3.08
H -3.30 0.48 3.12
H -3.71 0.62 4.79
H -1.16 -0.94 3.88
H -1.05 0.85 4.50
H -1.46 -0.53 5.44
H -6.83 -2.34 6.25
H -5.17 -2.17 6.03
H -5.47 0.28 6.08
H -7.25 0.15 6.18
H -6.21 -0.29 7.56
C 2.83 4.48 -0.59
C 2.19 5.81 -0.05
O 3.28 6.37 0.66
P 3.01 7.63 1.56
O 2.06 7.33 2.66
O 4.50 8.16 1.97
C 5.46 8.69 0.99
C 6.20 7.52 0.35
O 2.57 8.73 0.47
C 1.58 9.74 0.76
C 0.26 9.36 0.09
H 3.77 4.64 -1.11
H 2.79 3.64 0.10
H 2.26 4.21 -1.49
H 1.92 6.35 -0.96
H 1.28 5.79 0.56
H 5.00 9.33 0.24
H 6.21 9.34 1.45
H 6.99 7.19 1.02
H 5.61 6.63 0.19
H 6.49 7.80 -0.66
H 1.40 9.80 1.83
H 1.99 10.69 0.43
H -0.58 9.95 0.47
H 0.40 9.62 -0.96
H -0.01 8.30 0.10
C 1.87 0.61 -7.26
C 2.60 -0.01 -6.06
O 2.58 0.96 -5.03
P 2.87 0.60 -3.46
O 2.03 1.33 -2.50
O 2.62 -0.98 -3.38
C 1.45 -1.56 -2.84
C 1.58 -1.69 -1.32
O 4.52 0.60 -3.24
C 5.05 -0.03 -2.07
C 5.51 -1.45 -2.48
H 0.80 0.78 -7.14
H 2.33 1.59 -7.43
H 1.84 0.08 -8.21
H 1.86 -0.76 -5.79
H 3.59 -0.43 -6.19
H 0.56 -0.96 -3.04
H 1.35 -2.50 -3.38
H 0.66 -2.14 -0.94
H 2.39 -2.41 -1.24
H 1.84 -0.82 -0.73
H 5.89 0.63 -1.87
H 4.35 -0.11 -1.24
H 4.74 -2.21 -2.57
H 6.17 -1.49 -3.34
H 6.05 -1.81 -1.60
*
```